Here is a structure of composition C36H61AuBN5O2P2S2SeSi from OMol25. Energies are from ωB97M-V with the def2-TZVPD basis set.

XYZ file:
```
112
Properties=species:S:1:pos:R:3:mulliken_spin:R:1
Au -0.1765 0.1315 -0.0240 0.43
C -0.7445 3.3414 -3.9243 0.02
C -1.2968 3.6476 -2.4897 0.09
C -2.7173 2.9954 -2.3896 0.01
C -1.4417 5.2067 -2.3350 0.01
P -0.2566 2.7046 -1.1561 0.13
C -0.8513 3.6637 0.3975 0.02
N -1.5921 2.6678 1.1753 0.04
B -1.5941 1.2214 0.9941 0.07
N -2.5259 0.6668 1.9615 0.04
C -2.8857 -0.7334 2.2066 0.00
P -1.8042 -1.7902 1.0382 -0.03
C -3.1247 -2.5731 -0.0779 0.01
C -3.8339 -1.3818 -0.8074 0.04
C -2.4068 -3.4004 -1.1983 0.08
C -4.2042 -3.4644 0.6169 0.02
C -1.1498 -3.0365 2.3392 0.04
C -0.1317 -2.2076 3.1912 0.00
C -0.3555 -4.1694 1.6159 0.02
C -2.2133 -3.6975 3.2648 0.01
C -3.0702 1.7360 2.6872 0.00
C -4.0280 1.7322 3.7237 0.00
C -4.3531 2.9763 4.2626 0.00
C -3.7922 4.1771 3.7815 0.00
C -2.8446 4.2112 2.7472 0.00
C -2.4938 2.9707 2.2022 0.00
C 1.5686 3.2067 -1.2548 0.00
C 2.1850 2.9639 0.1525 0.03
C 1.8713 4.6750 -1.6369 0.01
C 2.2087 2.2472 -2.3246 0.02
H -1.5011 3.6422 -4.6415 0.00
H -0.5965 2.2675 -4.0208 0.01
H 0.1825 3.8875 -4.1467 0.00
H -3.3578 3.4973 -3.1200 0.00
H -3.1897 3.1427 -1.4040 0.00
H -2.6801 1.9341 -2.6339 0.01
H -1.9624 5.5559 -3.2353 0.00
H -0.4808 5.7126 -2.2958 0.00
H -2.0557 5.4895 -1.4747 0.00
H -1.4831 4.5259 0.1475 -0.01
H 0.0303 4.0304 0.9361 0.00
H -3.9507 -0.9154 2.0032 0.00
H -2.6913 -0.9978 3.2523 0.00
H -3.1082 -0.6944 -1.2330 -0.02
H -4.5433 -0.8105 -0.1790 0.00
H -4.4440 -1.7977 -1.6186 0.00
H -1.6888 -2.7854 -1.7356 0.00
H -3.1746 -3.7242 -1.9068 0.00
H -1.8978 -4.2875 -0.8209 0.00
H -4.6561 -2.9986 1.4960 0.00
H -3.7996 -4.4492 0.8851 0.00
H -5.0086 -3.6305 -0.1178 0.00
H 0.5472 -1.6514 2.5465 0.02
H 0.4534 -2.9052 3.8035 0.00
H -0.6174 -1.5032 3.8794 0.00
H 0.3783 -3.7896 0.9008 0.00
H -1.0402 -4.8319 1.0824 0.00
H 0.1683 -4.7718 2.3718 0.00
H -2.9449 -2.9908 3.6745 0.00
H -1.6840 -4.1192 4.1308 0.00
H -2.7287 -4.5053 2.7509 0.00
H -4.4854 0.8031 4.0741 0.00
H -5.0972 3.0597 5.0502 0.00
H -4.1338 5.1109 4.2359 0.00
H -2.3935 5.1323 2.3886 0.00
H 2.0583 3.8125 0.8317 0.00
H 3.2611 2.7849 0.0503 0.00
H 1.7760 2.0762 0.6418 0.01
H 1.4098 5.3713 -0.9251 0.00
H 1.5212 4.9258 -2.6437 0.00
H 2.9479 4.8189 -1.6075 0.00
H 1.9759 1.1864 -2.0998 0.00
H 3.2906 2.3804 -2.3048 0.00
H 1.8836 2.5040 -3.3377 -0.01
N 7.5301 -3.2797 4.4012 0.00
C 6.6406 -2.2910 4.0174 0.00
C 5.3428 -2.2269 4.5894 0.00
C 4.4475 -1.2410 4.1814 0.00
C 4.8843 -0.3054 3.2400 0.00
C 6.1739 -0.3031 2.6840 0.00
C 7.0477 -1.2965 3.0802 0.00
S 3.7397 0.9347 2.6791 0.00
O 4.4618 1.7888 1.7662 0.00
O 3.0525 1.4737 3.8248 0.00
N 2.5159 0.0914 1.9022 0.03
C 2.7527 -0.5168 0.7741 -0.03
S 4.4037 -0.9465 0.1297 0.00
C 3.6718 -1.7581 -1.1544 0.01
C 2.3170 -1.6518 -1.1501 0.00
N 1.7816 -0.9741 -0.0862 -0.04
H 7.1733 -4.0930 4.9094 0.00
H 8.3367 -3.4594 3.8060 0.00
H 5.0578 -2.9446 5.3542 0.00
H 3.4383 -1.1681 4.5835 0.00
H 6.4511 0.5148 2.0136 0.00
H 8.0539 -1.3306 2.6789 0.00
H 4.3456 -2.2510 -1.8505 0.00
H 1.6643 -2.0891 -1.9136 0.00
C 1.0206 -2.8603 -5.0050 0.01
Si -0.6140 -1.9424 -5.1434 0.03
C -0.5560 -0.9455 -6.7262 0.00
C -2.0798 -3.1154 -5.1275 0.04
Se -0.7747 -0.5946 -3.3273 0.84
H 1.2058 -3.4507 -5.9066 0.00
H 1.0401 -3.5411 -4.1537 0.00
H 1.8429 -2.1599 -4.9007 0.00
H -0.4448 -1.5535 -7.6197 0.00
H 0.2868 -0.2468 -6.6752 0.00
H -1.4604 -0.3378 -6.8377 0.00
H -2.2184 -3.5842 -6.1078 0.00
H -3.0100 -2.5917 -4.8858 0.00
H -1.9565 -3.9338 -4.4139 0.00
```

Calculated values
- Energy above the lowest of the compared OMol25 structures with the same formula, charge and spin: 19.0 kJ/mol
- <S²>: 2.010
- E_LUMO (alpha / beta): 0.32 / -2.58 eV
- Orbital gap (alpha / beta): 6.627 / 4.422 eV
- Highest occupied orbital energy (alpha / beta): -6.31 / -7.00 eV
- Multiplicity: 3